94
Properties=species:S:1:pos:R:3:forces:R:3 method="wB97M-V/def2-TZVPD" total_charge=+1 max_force_ev_per_a=0.54 spin_multiplicity=3 orbital_gap_ev="7.77 / 8.10"
W -0.022209 -0.685814 -0.544427 0.14 0.13 0.51
C -0.884399 -4.343264 -0.156086 -0.08 -0.01 -0.02
C 0.542310 -3.907466 -0.161975 -0.05 -0.04 0.08
C 1.652351 -4.747001 -0.116991 0.03 0.02 -0.04
C 2.755092 -3.915275 -0.134164 0.00 0.04 0.01
C 4.201472 -4.276273 -0.131125 -0.01 -0.02 0.00
N 2.312207 -2.648904 -0.173606 -0.02 -0.02 0.06
N 0.948841 -2.636020 -0.185830 0.11 0.12 -0.17
B 3.119983 -1.330657 -0.144988 0.07 -0.06 -0.02
N 2.641626 -0.517981 1.063973 -0.07 0.04 0.04
N 1.296985 -0.411892 1.283619 0.00 0.05 -0.08
C 1.138079 -0.190087 2.591873 -0.04 -0.06 -0.03
C -0.159177 -0.206393 3.325242 -0.03 0.00 0.04
C 2.388156 -0.106784 3.208805 0.00 0.04 -0.03
C 3.313996 -0.330087 2.214105 0.03 -0.05 -0.03
C 4.799718 -0.400046 2.305931 0.04 0.02 0.03
N 2.899924 -0.580934 -1.465163 -0.06 0.01 -0.03
N 1.639744 -0.291435 -1.911330 0.04 0.09 -0.08
C 1.769829 0.064911 -3.208299 -0.03 -0.05 0.06
C 0.685713 0.419094 -4.172847 -0.04 -0.09 -0.02
C 3.111105 0.019891 -3.565804 0.01 0.04 0.03
C 3.795939 -0.399457 -2.443742 0.00 -0.01 0.04
C 5.256921 -0.645721 -2.279859 0.03 0.01 -0.01
H -0.961764 -5.323282 -0.625050 0.00 -0.01 0.00
H -1.533445 -3.653846 -0.693683 0.04 -0.02 0.07
H -1.245451 -4.437013 0.869965 -0.02 0.01 0.01
H 1.652421 -5.822764 -0.093821 -0.01 -0.02 -0.01
H 4.304314 -5.355273 -0.039884 0.00 0.00 0.00
H 4.732707 -3.807898 0.696367 0.00 0.00 0.01
H 4.683743 -3.967523 -1.058800 0.01 0.01 -0.01
H 4.277782 -1.577358 -0.029879 0.01 0.01 0.00
H -0.997592 0.191679 2.762476 0.03 0.00 0.01
H -0.060935 0.356840 4.252915 0.02 -0.02 -0.01
H -0.408448 -1.236812 3.581930 -0.01 -0.01 0.00
H 2.582738 0.078117 4.250701 0.01 0.01 0.03
H 5.122123 -0.042063 3.281437 -0.01 0.00 0.00
H 5.275230 0.212549 1.540805 0.00 0.00 -0.01
H 5.158814 -1.422276 2.184243 -0.01 -0.01 0.00
H -0.254680 -0.075467 -3.957712 0.05 -0.01 -0.01
H 1.011068 0.115979 -5.167086 -0.01 -0.01 0.00
H 0.505176 1.492929 -4.203648 0.01 0.05 0.03
H 3.522580 0.243933 -4.534422 0.02 0.00 -0.02
H 5.782540 -0.297527 -3.166421 0.00 0.00 0.00
H 5.468970 -1.706925 -2.151880 -0.01 -0.02 0.00
H 5.656103 -0.121722 -1.412696 0.00 0.01 0.01
C -3.728659 -2.947558 3.128465 -0.01 0.05 -0.05
O -2.504925 -2.453136 2.572525 0.02 0.09 -0.20
C -2.464827 -1.888202 1.362103 -0.04 -0.03 0.14
O -1.355066 -1.622535 0.922421 0.00 -0.11 -0.19
N -3.636039 -1.681466 0.730233 -0.07 0.04 0.00
N -3.643223 -1.036652 -0.509109 0.02 -0.06 0.19
H -3.444046 -3.465824 4.037945 0.00 0.00 -0.01
H -4.211168 -3.646849 2.445687 -0.01 0.00 0.00
H -4.399187 -2.125064 3.386508 -0.01 -0.01 -0.01
H -4.478267 -1.688188 1.286958 0.02 -0.01 -0.05
H -3.785502 -0.040291 -0.386620 -0.04 0.00 0.05
H -4.332653 -1.468645 -1.110825 0.07 0.06 0.06
O 0.750310 -3.114705 -3.248324 0.08 0.02 0.06
S -0.618856 -2.632190 -3.126277 -0.15 -0.12 -0.24
N -0.983473 -1.622090 -2.096523 -0.01 0.04 -0.02
N -2.016616 4.408117 -3.949614 0.00 0.00 0.01
C -1.607567 3.339337 -3.227383 -0.02 0.05 -0.02
C -0.430671 3.378028 -2.464597 0.01 -0.08 -0.02
C -0.063673 2.277362 -1.732420 0.04 0.02 -0.10
N -0.775840 1.136352 -1.702328 0.05 -0.11 0.05
C -1.907740 1.098622 -2.424740 -0.05 0.07 -0.04
C -2.350803 2.149687 -3.187846 -0.01 -0.02 0.06
H -1.429332 5.216639 -4.043496 0.00 0.00 0.00
H -2.811397 4.342560 -4.558876 0.00 -0.01 0.00
H 0.193546 4.261110 -2.443580 0.00 0.02 -0.01
H 0.832758 2.294894 -1.127404 -0.02 -0.01 -0.05
H -2.440277 0.158100 -2.397935 0.00 0.01 0.01
H -3.265947 2.046498 -3.755304 -0.01 0.02 -0.01
C -0.731354 3.264263 3.126429 -0.02 0.01 0.04
C -1.184208 3.100698 1.682131 0.02 0.01 0.03
C -1.035855 4.441060 0.977697 0.01 0.05 0.00
O -0.281762 2.164555 1.047869 0.02 0.00 0.02
B -0.943994 1.028251 0.649520 -0.02 -0.04 -0.01
O -2.292716 1.109948 0.972007 -0.06 -0.01 -0.05
C -2.597637 2.428499 1.504430 -0.03 -0.06 -0.01
C -3.370366 2.226381 2.798006 -0.02 0.01 -0.01
C -3.482447 3.117941 0.476794 -0.07 -0.01 0.01
H 0.318780 3.554360 3.124618 0.02 0.01 0.00
H -0.827402 2.348854 3.704139 0.01 0.01 -0.04
H -1.299730 4.048645 3.627641 -0.01 0.00 0.00
H -0.014114 4.796697 1.110182 0.02 0.00 0.00
H -1.707235 5.184858 1.408524 -0.01 0.00 0.02
H -1.235231 4.369842 -0.089131 0.00 -0.01 0.03
H -2.823933 1.590102 3.491722 -0.01 -0.01 0.01
H -4.327593 1.751377 2.576487 0.01 -0.01 -0.01
H -3.577542 3.176023 3.291561 0.01 0.03 -0.01
H -2.983413 3.203927 -0.486720 0.02 -0.02 -0.05
H -3.779958 4.114115 0.805568 0.01 0.00 0.00
H -4.391327 2.529046 0.337719 0.00 -0.01 0.00